{
  "formula": "C2HN3O2",
  "method": "the ωB97M-V functional and the def2-TZVPD basis",
  "e_above_lowest_kj_mol": 410.6,
  "homo_lumo_gap_ev": 9.485,
  "energy_ha": -391.44438,
  "elements": ["O", "C", "N", "N", "N", "C", "O", "H"],
  "coordinates": [[4.58, -0.59, -0.46], [3.59, -0.16, -0.05], [2.50, 0.05, 0.41], [1.63, 0.97, 0.89], [0.46, 0.79, 1.08], [-0.26, -0.43, 0.56], [-0.56, -1.54, 0.90], [-0.69, -0.12, -0.42]]
}

---

{
  "formula": "C2HN3O3",
  "method": "the ωB97M-V functional and the def2-TZVPD basis",
  "e_above_lowest_kj_mol": 840.3,
  "homo_lumo_gap_ev": 9.764,
  "energy_ha": -466.54781,
  "elements": ["O", "N", "O", "C", "C", "N", "O", "N", "H"],
  "coordinates": [[1.02, -1.98, -0.49], [1.20, -0.70, -0.48], [2.34, -0.13, -0.70], [0.08, 0.06, -0.12], [-1.31, -0.36, -0.10], [-2.17, 0.56, 0.39], [-1.35, 1.54, 0.92], [-0.04, 1.22, 0.62], [-1.65, -1.29, -0.30]]
}